{
  "formula": "C17H38Cl28NO2PS",
  "method": "ωB97M-V/def2-TZVPD",
  "species": ["C", "O", "C", "C", "N", "S", "P", "O", "H", "H", "H", "H", "H", "H", "H", "H", "H", "H", "C", "Cl", "Cl", "H", "H", "C", "Cl", "Cl", "H", "H", "C", "Cl", "Cl", "H", "H", "C", "Cl", "Cl", "H", "H", "C", "Cl", "Cl", "H", "H", "C", "Cl", "Cl", "H", "H", "C", "Cl", "Cl", "H", "H", "C", "Cl", "Cl", "H", "H", "C", "Cl", "Cl", "H", "H", "C", "Cl", "Cl", "H", "H", "C", "Cl", "Cl", "H", "H", "C", "Cl", "Cl", "H", "H", "C", "Cl", "Cl", "H", "H", "C", "Cl", "Cl", "H", "H"],
  "xyz": [[1.33, -0.29, 2.75], [0.37, -0.24, 1.71], [-0.38, 0.96, 1.73], [-1.44, 1.03, 2.84], [-2.79, 0.88, 2.24], [-3.07, -0.70, 1.56], [0.62, 2.52, 1.75], [-0.28, 3.68, 1.45], [1.65, -1.32, 2.88], [0.94, 0.07, 3.70], [2.22, 0.30, 2.49], [-0.90, 1.00, 0.77], [-1.34, 0.27, 3.61], [-1.43, 2.04, 3.26], [-3.45, 0.93, 3.01], [-2.46, -0.54, 0.37], [1.20, 2.71, 3.02], [1.60, 2.39, 0.74], [1.56, 4.08, 0.21], [0.98, 2.66, -0.66], [3.11, 3.76, 1.02], [1.71, 4.89, -0.51], [0.83, 4.36, 0.96], [-5.08, -1.86, -1.68], [-4.95, -3.25, -0.57], [-5.59, -0.35, -0.90], [-4.11, -1.69, -2.14], [-5.82, -2.11, -2.43], [-3.79, 3.24, 0.28], [-3.10, 3.32, -1.35], [-5.56, 3.08, 0.24], [-3.37, 2.38, 0.80], [-3.54, 4.16, 0.80], [-1.89, -1.47, 6.59], [-3.30, -0.49, 6.19], [-0.61, -1.30, 5.38], [-1.50, -1.15, 7.55], [-2.19, -2.51, 6.62], [-2.50, -5.93, -1.56], [-3.11, -7.51, -2.09], [-0.90, -6.07, -0.80], [-2.41, -5.29, -2.42], [-3.19, -5.51, -0.84], [3.06, 2.53, -4.04], [1.72, 3.68, -3.99], [4.27, 2.96, -5.25], [3.53, 2.51, -3.06], [2.67, 1.55, -4.28], [6.41, 5.09, 0.09], [6.91, 5.48, -1.56], [6.04, 6.54, 1.04], [5.52, 4.48, 0.04], [7.21, 4.55, 0.58], [3.78, -6.11, 0.79], [2.14, -6.45, 1.37], [4.27, -4.43, 1.04], [4.47, -6.75, 1.32], [3.81, -6.32, -0.27], [-8.51, 0.20, 1.98], [-9.05, -1.44, 1.60], [-6.94, 0.21, 2.80], [-8.42, 0.76, 1.06], [-9.24, 0.66, 2.63], [4.00, 2.50, 5.14], [4.63, 2.47, 3.49], [2.25, 2.26, 5.17], [4.46, 1.70, 5.71], [4.22, 3.46, 5.58], [1.67, -0.99, -6.51], [2.51, -0.87, -4.95], [0.03, -1.62, -6.32], [1.61, 0.00, -6.94], [2.23, -1.66, -7.15], [9.57, 4.20, -3.75], [8.93, 2.76, -4.56], [11.13, 3.88, -2.97], [9.70, 4.98, -4.49], [8.86, 4.50, -2.99], [0.01, -2.42, -2.37], [-1.59, -3.02, -1.94], [0.20, -0.74, -1.88], [0.74, -3.02, -1.82], [0.16, -2.52, -3.44], [-6.64, -6.28, -3.13], [-5.60, -5.21, -4.09], [-7.44, -5.40, -1.82], [-7.39, -6.71, -3.78], [-6.02, -7.05, -2.69]],
  "total_energy_ha": -14500.421197,
  "homo_energy_ev": -8.4,
  "e_lumo_ha": 0.006,
  "orbital_gap_ev": 8.5,
  "fmax_ha_per_bohr": 0.1387
}

=====

{
  "formula": "C17H38ClFeN2O7SSbSi3",
  "method": "ωB97M-V/def2-TZVPD",
  "species": ["Fe", "O", "S", "O", "O", "O", "C", "Si", "C", "C", "Sb", "Si", "C", "C", "C", "Si", "C", "C", "C", "H", "H", "H", "H", "H", "H", "H", "H", "H", "H", "H", "H", "H", "H", "H", "H", "H", "H", "H", "H", "H", "H", "H", "H", "H", "H", "H", "C", "C", "C", "C", "C", "C", "O", "N", "C", "O", "N", "C", "O", "H", "H", "H", "H", "H", "H", "H", "H", "H", "H", "H", "Cl"],
  "xyz": [[-0.41, -0.76, 1.30], [0.32, 2.80, -0.76], [-0.12, 1.56, -0.19], [-0.96, 1.63, 1.01], [0.90, 0.54, 0.05], [-1.07, 0.86, -1.27], [-5.99, 0.26, 2.86], [-5.15, 0.70, 1.23], [-4.50, 2.46, 1.32], [-6.45, 0.64, -0.13], [-3.12, -0.79, 0.97], [-3.98, -2.89, -0.21], [-2.66, -3.44, -1.45], [-5.59, -2.65, -1.17], [-4.31, -4.25, 1.05], [-1.67, 1.49, -2.71], [-2.42, 3.18, -2.50], [-3.01, 0.26, -3.14], [-0.28, 1.48, -3.96], [-6.80, 0.97, 3.05], [-5.29, 0.30, 3.69], [-6.42, -0.74, 2.83], [-5.27, 3.13, 1.74], [-4.24, 2.83, 0.32], [-3.60, 2.54, 1.93], [-7.13, 1.47, 0.06], [-7.03, -0.28, -0.12], [-6.04, 0.76, -1.13], [-3.08, -3.41, -2.46], [-2.35, -4.46, -1.24], [-1.77, -2.81, -1.43], [-5.57, -1.80, -1.84], [-6.45, -2.54, -0.51], [-5.74, -3.55, -1.77], [-3.63, -4.19, 1.90], [-4.17, -5.23, 0.58], [-5.33, -4.20, 1.42], [-3.20, 3.17, -1.74], [-2.87, 3.47, -3.45], [-1.68, 3.92, -2.22], [-3.79, 0.29, -2.37], [-2.64, -0.76, -3.20], [-3.48, 0.52, -4.09], [0.58, 2.00, -3.54], [-0.57, 1.98, -4.88], [0.03, 0.46, -4.19], [0.61, -4.68, -3.19], [1.90, -4.62, -2.38], [1.68, -4.20, -0.93], [3.05, -4.16, -0.20], [3.00, -3.76, 1.27], [0.83, -5.24, -0.24], [0.98, -6.44, -0.39], [-0.12, -4.76, 0.62], [-0.38, -3.41, 0.85], [-1.20, -3.12, 1.73], [0.20, -2.45, 0.12], [1.10, -2.77, -0.86], [1.49, -1.96, -1.68], [0.81, -4.96, -4.22], [0.10, -3.72, -3.20], [-0.08, -5.43, -2.78], [2.57, -3.89, -2.83], [2.39, -5.59, -2.38], [3.67, -3.46, -0.76], [3.49, -5.16, -0.30], [2.57, -2.77, 1.42], [4.02, -3.74, 1.68], [2.43, -4.47, 1.87], [-0.65, -5.42, 1.16], [0.59, -0.89, 3.31]],
  "spin_multiplicity": 6,
  "total_energy_ha": -4537.971944,
  "homo_energy_ev": [-5.4, -5.5],
  "e_lumo_ha": [0.091, 0.037],
  "total_charge": -1,
  "orbital_gap_ev": [7.9, 6.5],
  "fmax_ha_per_bohr": 0.0198,
  "de_lowest_kj_mol": 30.16
}

=====

{
  "formula": "C17H39AlBrClNO6PS",
  "method": "ωB97M-V/def2-TZVPD",
  "species": ["C", "C", "C", "C", "C", "C", "C", "C", "C", "C", "C", "C", "N", "C", "O", "C", "O", "S", "H", "H", "H", "H", "H", "H", "H", "H", "H", "H", "H", "H", "H", "H", "H", "H", "H", "H", "H", "H", "H", "H", "H", "H", "H", "H", "H", "H", "H", "H", "C", "O", "P", "O", "O", "C", "O", "C", "H", "H", "H", "H", "H", "H", "H", "H", "H", "Br", "Al", "Cl"],
  "xyz": [[3.91, -0.08, 0.99], [4.91, -0.10, -0.32], [4.12, 0.36, -1.71], [4.02, 2.02, -1.64], [3.12, 2.66, -2.85], [3.08, 4.31, -2.59], [1.53, 4.83, -2.25], [1.30, 5.10, -0.65], [0.03, 4.26, 0.00], [0.35, 2.70, 0.35], [-0.14, 1.60, -0.75], [-1.21, 1.99, -1.93], [-2.09, 0.77, -2.25], [-1.43, -0.39, -1.53], [-2.24, -1.63, -1.47], [-1.00, 0.33, -0.09], [-2.30, 0.85, 0.39], [-0.09, -0.93, 0.95], [4.53, 0.09, 1.97], [3.13, 0.82, 0.93], [3.32, -1.10, 1.14], [5.52, -1.09, -0.46], [5.71, 0.76, -0.13], [4.79, 0.00, -2.62], [3.06, -0.15, -1.82], [3.65, 2.39, -0.57], [5.14, 2.41, -1.75], [2.03, 2.24, -2.92], [3.70, 2.47, -3.86], [3.74, 4.53, -1.63], [3.57, 4.88, -3.49], [1.43, 5.88, -2.82], [0.70, 4.14, -2.70], [1.00, 6.25, -0.55], [2.30, 4.99, -0.01], [-0.92, 4.45, -0.65], [-0.19, 4.80, 1.05], [-0.22, 2.45, 1.37], [1.51, 2.53, 0.60], [0.80, 1.21, -1.37], [-2.03, 2.72, -1.46], [-0.78, 2.41, -2.94], [-1.93, 0.65, -3.28], [-3.12, 0.91, -2.12], [-0.39, -0.58, -2.04], [-1.68, -2.32, -1.96], [-2.33, 0.86, 1.40], [1.09, -0.42, 1.51], [-4.53, -7.21, 2.89], [-3.87, -6.31, 3.76], [-2.89, -5.23, 3.08], [-1.69, -5.80, 2.39], [-2.57, -4.20, 4.28], [-3.64, -3.78, 5.10], [-3.88, -4.38, 2.13], [-3.25, -3.46, 1.26], [-4.85, -8.08, 3.46], [-5.41, -6.72, 2.46], [-3.86, -7.53, 2.09], [-3.78, -4.50, 5.92], [-4.57, -3.69, 4.54], [-3.40, -2.80, 5.53], [-2.46, -2.91, 1.77], [-4.00, -2.74, 0.92], [-2.85, -3.98, 0.39], [4.89, 2.84, -4.68], [-1.71, -7.69, 3.58], [-4.71, 0.32, -2.34]],
  "total_energy_ha": -5192.647280,
  "homo_energy_ev": -11.6,
  "e_lumo_ha": -0.366,
  "total_charge": 2,
  "orbital_gap_ev": 1.7,
  "fmax_ha_per_bohr": 0.1633
}

=====

{
  "formula": "C17H39Br2FNO5",
  "method": "ωB97M-V/def2-TZVPD",
  "species": ["C", "C", "Br", "C", "Br", "N", "C", "C", "O", "F", "H", "H", "H", "H", "H", "H", "H", "C", "C", "C", "O", "H", "H", "H", "H", "H", "H", "H", "H", "C", "C", "C", "O", "H", "H", "H", "H", "H", "H", "H", "H", "C", "C", "C", "O", "H", "H", "H", "H", "H", "H", "H", "H", "C", "C", "C", "O", "H", "H", "H", "H", "H", "H", "H", "H"],
  "xyz": [[2.79, 3.64, 0.69], [1.68, 4.45, 0.00], [2.62, 5.89, -1.00], [0.63, 5.01, 1.07], [0.68, 7.02, 1.12], [-0.69, 4.67, 0.83], [-0.87, 3.25, 0.84], [-2.28, 2.99, 0.33], [-3.25, 3.42, 0.87], [-2.44, 2.23, -0.80], [2.95, 4.00, 1.71], [3.70, 3.70, 0.10], [2.50, 2.59, 0.76], [1.18, 3.85, -0.75], [1.00, 4.75, 2.08], [-0.19, 2.68, 0.17], [-0.83, 2.76, 1.84], [3.63, -1.27, 2.43], [3.62, 0.04, 3.19], [3.07, -0.13, 4.60], [2.86, 1.01, 2.48], [2.62, -1.66, 2.33], [4.03, -1.12, 1.43], [4.24, -2.03, 2.94], [4.63, 0.44, 3.24], [2.03, -0.48, 4.56], [3.06, 0.83, 5.13], [3.66, -0.84, 5.17], [1.95, 0.70, 2.41], [2.54, -0.90, -1.56], [1.33, -0.78, -0.65], [0.27, -1.82, -0.99], [0.77, 0.53, -0.75], [2.26, -0.73, -2.60], [3.28, -0.13, -1.30], [3.01, -1.88, -1.48], [1.64, -0.90, 0.38], [-0.08, -1.68, -2.02], [-0.59, -1.72, -0.33], [0.67, -2.83, -0.90], [0.48, 0.67, -1.65], [-5.61, -0.07, 0.27], [-6.59, 0.31, 1.37], [-7.56, 1.38, 0.90], [-5.87, 0.77, 2.51], [-5.02, 0.80, -0.02], [-4.91, -0.83, 0.62], [-6.13, -0.45, -0.62], [-7.14, -0.57, 1.70], [-7.02, 2.28, 0.61], [-8.25, 1.64, 1.70], [-8.14, 1.03, 0.04], [-5.36, 1.55, 2.25], [1.63, -6.04, -3.83], [1.02, -4.71, -3.40], [0.24, -4.07, -4.54], [2.03, -3.83, -2.94], [2.33, -5.89, -4.65], [2.18, -6.49, -3.00], [0.86, -6.75, -4.15], [0.35, -4.87, -2.55], [0.90, -3.86, -5.39], [-0.19, -3.12, -4.22], [-0.57, -4.72, -4.89], [2.64, -3.66, -3.67]],
  "total_energy_ha": -6349.970026,
  "homo_energy_ev": -2.8,
  "e_lumo_ha": 0.076,
  "total_charge": -1,
  "orbital_gap_ev": 4.9,
  "fmax_ha_per_bohr": 0.0319,
  "de_lowest_kj_mol": 28.20
}